{
  "formula": "C4H8N2",
  "method": "ωB97M-V with the def2-TZVPD basis set",
  "symbols": ["N", "N", "C", "C", "C", "C", "H", "H", "H", "H", "H", "H", "H", "H"],
  "coordinates": [[2.015, -0.827, -0.322], [0.059, 2.013, 0.381], [-1.019, -0.595, -0.063], [0.767, 1.086, 0.614], [-1.525, 0.737, -0.301], [1.163, -0.234, 0.667], [2.984, -0.856, -0.013], [1.998, -0.279, -1.178], [-0.534, -1.165, -0.848], [-1.254, -1.096, 0.870], [1.232, -0.699, 1.647], [-2.208, 1.190, 0.406], [-1.476, 1.158, -1.298], [-2.202, -0.433, -0.560]],
  "forces_ev_per_angstrom": [[0.124, 0.192, -0.080], [0.484, -0.582, 0.153], [-0.032, 0.027, 0.008], [-0.335, 0.347, -0.164], [-0.077, -0.078, -0.042], [-0.022, 0.196, 0.234], [-0.154, -0.045, -0.055], [-0.007, -0.111, 0.078], [-0.082, 0.093, 0.123], [0.055, 0.051, -0.159], [-0.084, 0.083, -0.153], [0.135, -0.080, -0.078], [0.030, -0.050, 0.159], [-0.036, -0.042, -0.024]],
  "nbo_charge": [-0.827, -0.442, -0.522, 0.232, -0.396, -0.250, 0.362, 0.360, 0.247, 0.243, 0.213, 0.240, 0.237, 0.302],
  "mol_weight_g_mol": 84.1,
  "de_lowest_kcal_mol": 107.6,
  "energy_ev": -7253.208,
  "e_lumo_ev": 0.920
}

---

{
  "formula": "C20H57BeN4O10",
  "method": "ωB97M-V with the def2-TZVPD basis set",
  "symbols": ["O", "O", "O", "O", "O", "O", "O", "O", "O", "O", "N", "N", "N", "N", "C", "C", "C", "C", "C", "C", "C", "C", "C", "C", "C", "C", "C", "C", "C", "C", "C", "C", "C", "C", "Be", "H", "H", "H", "H", "H", "H", "H", "H", "H", "H", "H", "H", "H", "H", "H", "H", "H", "H", "H", "H", "H", "H", "H", "H", "H", "H", "H", "H", "H", "H", "H", "H", "H", "H", "H", "H", "H", "H", "H", "H", "H", "H", "H", "H", "H", "H", "H", "H", "H", "H", "H", "H", "H", "H", "H", "H", "H"],
  "coordinates": [[-0.441, -1.422, -0.328], [-0.157, -0.215, 1.530], [-4.140, 1.801, -1.227], [1.192, 3.239, -0.139], [3.239, 0.044, 4.748], [-2.233, -2.227, -4.965], [1.194, -1.901, 1.146], [-2.605, -3.165, -0.370], [4.361, -0.078, -0.298], [-0.926, -0.042, 5.484], [5.988, 3.045, -1.421], [-0.402, 1.366, -1.341], [0.746, -2.368, -2.743], [-1.588, 1.611, 3.084], [-0.262, -1.123, 6.073], [-2.913, 1.059, -1.146], [0.196, -1.243, 0.739], [-1.978, -0.364, 4.616], [-0.508, -4.356, -3.033], [-1.411, -1.939, -3.818], [-2.587, 0.935, 3.939], [1.096, 3.057, 1.273], [-1.826, 2.463, -2.931], [-3.209, -1.199, -5.174], [-0.199, -2.959, -3.553], [-1.675, 1.996, -1.540], [-5.267, 1.045, -0.867], [6.851, 0.786, -1.726], [-3.385, -2.564, 0.584], [5.600, 1.695, -1.613], [4.708, 1.320, -0.347], [3.164, -0.361, -1.002], [3.806, 0.773, 3.669], [-3.696, 0.555, 2.995], [2.284, -4.164, 1.785], [-0.980, 3.109, -3.167], [-0.732, 1.729, 3.606], [-2.799, -2.061, 1.353], [-2.772, -0.932, 5.101], [5.042, 1.707, -2.549], [3.073, 0.936, 2.879], [0.970, -1.515, -3.236], [-5.488, 0.179, -1.490], [-1.450, 1.006, 2.286], [-4.135, 1.486, 2.636], [-1.896, -2.525, -0.476], [-4.019, -1.235, -4.446], [5.147, 3.576, -1.249], [-2.027, -1.850, -2.923], [0.196, -3.227, -4.533], [1.887, 3.564, 1.826], [-2.725, -0.223, -5.134], [-6.114, 1.732, -0.860], [-0.488, 0.672, -0.612], [-1.254, -4.948, -3.564], [0.187, 3.575, 1.576], [-3.987, -1.733, 0.217], [7.343, 0.903, -2.691], [-4.016, -3.312, 1.065], [-0.828, -4.436, -1.994], [-5.126, 0.641, 0.135], [0.380, -4.988, -3.010], [0.636, -0.751, 6.566], [5.330, 1.510, 0.528], [3.096, -0.862, 4.464], [4.650, 0.221, 3.257], [-2.807, 0.719, -0.116], [-0.918, -1.653, 6.764], [3.851, 1.978, -0.203], [0.295, -2.028, -1.906], [6.594, -0.269, -1.625], [-3.315, 0.128, 2.068], [4.126, 1.776, 3.952], [-1.604, -0.947, 3.774], [0.040, -1.721, 5.214], [0.645, 2.584, -0.578], [1.054, 2.027, 1.628], [-2.954, 0.178, -1.787], [-3.660, -1.356, -6.154], [0.632, -0.252, 2.075], [6.493, 3.096, -0.547], [3.033, -1.438, -0.906], [-1.743, 2.899, -0.933], [-2.947, 1.627, 4.701], [3.354, -0.195, -2.063], [-0.981, -0.942, -3.923], [7.572, 0.989, -0.935], [2.295, 0.200, -0.660], [-0.204, 0.825, -2.171], [-4.414, -0.080, 3.513], [-1.847, 1.727, -3.735], [-2.708, 3.083, -3.093]],
  "forces_ev_per_angstrom": [[0.361, 0.452, 1.319], [0.422, -0.162, -0.232], [1.138, -0.275, -0.613], [1.477, 0.373, 1.226], [-0.055, 0.436, 0.256], [0.764, 0.075, 1.089], [1.152, -1.066, 0.853], [0.585, -0.325, -0.785], [-0.297, 1.517, 0.192], [-0.552, 1.522, -0.009], [-0.071, 0.577, 0.661], [0.192, -0.630, 0.040], [0.893, 1.954, 0.120], [-0.645, -0.567, 1.345], [0.033, 0.066, -0.747], [0.180, 1.380, 0.078], [-0.977, -1.747, -2.541], [-0.110, 0.884, -0.474], [-0.771, -1.006, 1.000], [-0.446, -0.572, -0.582], [1.171, -0.370, -0.432], [-0.670, 0.926, -0.335], [0.172, 1.238, -1.647], [0.300, -0.360, -0.119], [-2.435, -2.448, -1.848], [-2.607, -0.541, 0.632], [-0.083, 0.113, 0.618], [-0.700, -0.111, 0.039], [-1.028, 0.585, 1.352], [0.412, -0.904, 0.108], [0.516, -1.348, 0.083], [0.823, -0.843, -0.408], [-0.093, -0.279, -0.442], [-0.388, 0.477, 0.117], [-0.856, 1.393, -0.647], [0.145, 0.131, -0.065], [0.330, 0.251, -0.075], [0.402, -0.236, 0.442], [-0.155, -0.018, 0.260], [-0.388, -0.564, 0.099], [-0.147, -0.110, -0.273], [1.039, 0.395, -0.014], [0.175, 0.060, -0.531], [0.309, 0.348, -0.241], [-0.479, -0.040, 0.266], [0.642, -0.129, -0.511], [0.075, -0.074, 0.312], [-0.132, 0.649, -0.355], [-0.196, -0.466, 0.379], [0.291, 0.794, -0.433], [0.364, -0.016, -0.456], [-0.059, 0.191, -0.085], [0.014, -0.154, -0.051], [0.032, -0.095, 0.194], [-0.083, 0.490, -0.434], [-0.322, -0.223, 0.436], [-0.510, -0.099, -0.453], [-0.045, 0.227, 0.070], [-0.124, 0.129, -0.046], [-0.285, 0.665, 0.238], [-0.114, -0.002, 0.375], [0.389, 0.309, -0.455], [-0.208, 0.043, 0.097], [0.312, -0.232, 0.000], [0.064, 0.048, -0.031], [0.168, 0.180, -0.137], [0.238, -0.171, 0.290], [0.116, -0.261, 0.027], [-0.411, -0.061, -0.583], [0.121, -0.315, 1.250], [-0.202, 0.033, -0.043], [0.082, -0.650, 0.221], [0.027, -0.274, 0.571], [0.129, -0.419, -0.206], [0.258, -0.904, 0.276], [-0.531, -0.684, -0.529], [0.018, -0.214, -0.314], [0.085, -0.172, -0.305], [0.245, -0.027, 0.010], [0.110, 0.784, 1.273], [0.614, 0.312, 0.086], [-0.381, 0.109, 0.127], [-0.040, -0.075, 0.442], [0.123, -0.048, 0.159], [-0.280, 0.308, -0.257], [0.335, 0.277, -0.335], [-0.014, 0.240, 0.049], [0.046, 0.151, 0.092], [0.300, -0.108, -0.228], [-0.214, 0.004, -0.449], [0.014, -0.591, 0.280], [-0.099, -0.112, 0.306]],
  "mulliken_charge": [0.269, 0.895, -0.498, -0.618, -0.494, -0.444, -0.467, -0.573, -0.380, -0.318, -0.651, -0.279, -0.224, -0.374, -0.619, 0.889, -0.792, -0.361, -1.522, -0.033, 0.255, -0.326, -1.633, -0.591, 0.383, 0.515, -0.480, -1.350, -0.143, 0.404, -0.652, -0.456, -0.384, -0.748, 0.817, 0.476, 0.316, -0.211, 0.466, 0.361, -0.011, 0.338, 0.245, -0.109, 0.341, 0.221, 0.253, 0.288, 0.124, 0.417, 0.432, 0.209, 0.294, -0.107, 0.386, 0.349, 0.109, 0.359, 0.421, 0.211, 0.076, 0.389, 0.247, 0.387, 0.259, 0.293, -0.470, 0.288, 0.320, 0.093, 0.313, -0.442, 0.364, -0.008, 0.229, 0.333, -0.277, 0.046, 0.301, -0.265, 0.318, 0.250, -0.028, 0.422, 0.402, 0.218, 0.333, 0.057, 0.273, 0.449, 0.242, 0.392],
  "mol_weight_g_mol": 522.7,
  "de_lowest_kcal_mol": 161.8,
  "energy_ev": -48483.078,
  "charge": 1,
  "e_lumo_ev": -9.416
}

---

{
  "formula": "C6H35NO12",
  "method": "ωB97M-V with the def2-TZVPD basis set",
  "symbols": ["O", "O", "O", "O", "O", "O", "O", "O", "O", "O", "O", "O", "N", "C", "C", "C", "C", "C", "C", "H", "H", "H", "H", "H", "H", "H", "H", "H", "H", "H", "H", "H", "H", "H", "H", "H", "H", "H", "H", "H", "H", "H", "H", "H", "H", "H", "H", "H", "H", "H", "H", "H", "H", "H"],
  "coordinates": [[0.653, 0.895, -1.916], [-4.123, -0.582, -0.972], [-3.261, 1.919, -1.209], [2.781, -1.381, 2.336], [-1.177, 3.890, 0.396], [-2.356, 1.813, 2.949], [1.689, -3.375, 0.303], [2.494, -1.081, -2.563], [4.599, -0.720, -0.020], [3.046, 1.791, 1.828], [3.350, 2.013, -0.858], [-2.356, -0.048, -3.770], [-1.095, 0.464, -0.429], [-1.483, -3.499, 0.810], [-2.036, -2.259, 0.786], [-0.687, 0.483, -1.765], [-1.457, -1.130, 1.533], [0.517, 0.321, 1.260], [-0.541, -0.498, 0.456], [2.235, -2.601, 0.026], [1.256, 0.648, 0.579], [-1.863, 2.591, 3.247], [3.256, -1.532, 3.144], [-2.873, -2.119, 0.075], [-2.494, -0.370, -2.818], [-3.449, -0.028, -0.447], [-0.556, -0.595, -2.305], [-2.387, -0.502, 1.720], [0.169, 1.200, 1.869], [3.129, 1.617, -1.658], [3.883, -0.710, -0.774], [-0.228, 3.891, 0.357], [-1.903, 1.041, -0.039], [4.074, -1.493, 0.554], [3.587, 1.297, 1.258], [-0.841, -1.604, 2.290], [2.575, 2.253, 1.268], [1.515, -1.022, -2.474], [-0.071, -1.312, -0.164], [0.819, 1.861, -1.738], [-1.812, -4.313, 0.233], [2.844, -0.478, 2.160], [2.731, -0.104, -2.581], [1.064, -0.387, 1.913], [-4.866, -0.402, -0.251], [-1.731, 1.134, 2.583], [-3.176, 2.788, -0.886], [-1.447, 3.075, 0.507], [-3.426, 1.848, -2.085], [4.312, 2.231, -0.821], [-2.609, -0.876, -4.155], [1.653, -3.248, 1.219], [-1.227, 1.064, -2.516], [-0.700, -3.861, 1.556]],
  "forces_ev_per_angstrom": [[2.328, 1.855, 0.167], [-1.108, 1.707, 4.086], [0.544, -1.115, 4.417], [-0.110, -2.715, -0.025], [1.476, 6.784, -0.942], [0.484, -0.743, -0.626], [0.866, 0.809, -2.403], [-0.155, 1.754, 0.253], [-4.503, -3.085, 0.164], [2.868, -2.738, 5.806], [1.319, 1.616, 2.427], [-0.803, -0.910, 2.253], [-3.433, 0.694, 0.194], [0.371, 1.098, 2.022], [-0.186, -3.625, -0.774], [0.748, -1.578, -1.826], [-1.702, -0.211, -2.570], [0.490, -1.741, 0.886], [2.092, 1.585, 1.895], [-0.655, -0.976, 0.021], [0.627, 0.688, -0.821], [0.128, -0.441, -0.216], [0.390, -0.097, 0.554], [0.653, 0.190, 0.476], [0.127, 1.122, -1.610], [-0.842, -1.131, -1.797], [-0.715, 1.919, 1.675], [1.590, -0.174, 0.872], [-0.102, -0.887, -0.668], [-0.183, -0.946, -2.226], [2.069, 0.164, 1.599], [0.475, -0.118, -0.021], [1.844, -1.131, -1.534], [2.387, 2.924, -1.650], [1.485, -1.226, -1.225], [-0.248, 0.870, 0.742], [-3.958, 3.832, -4.335], [1.017, -0.027, -0.043], [-0.198, 0.772, 0.875], [-0.811, -1.340, -0.077], [-0.665, -0.662, -0.952], [0.207, 2.618, -0.316], [-0.620, -1.993, -0.198], [-0.752, 0.732, 0.007], [1.614, -0.917, -2.613], [-0.606, 1.239, 0.823], [-0.016, 1.894, -0.137], [-1.896, -6.699, 1.044], [-0.916, 0.107, -4.339], [-1.177, -0.447, -0.443], [-0.306, -0.595, -1.292], [-0.160, 0.211, 2.244], [-0.505, 0.021, 1.137], [-0.870, 1.062, -0.960]],
  "nbo_charge": [-0.799, -0.957, -0.962, -0.964, -0.925, -0.961, -0.927, -0.941, -0.976, -0.931, -0.962, -0.945, -0.720, -0.394, -0.199, 0.086, -0.486, -0.632, -0.040, 0.464, 0.211, 0.482, 0.484, 0.231, 0.479, 0.480, 0.140, 0.215, 0.186, 0.468, 0.481, 0.472, 0.407, 0.482, 0.478, 0.240, 0.460, 0.490, 0.231, 0.472, 0.195, 0.492, 0.457, 0.216, 0.475, 0.480, 0.489, 0.455, 0.492, 0.496, 0.472, 0.468, 0.219, 0.177],
  "smiles": "C=CC[C@H](C)NCO.O.O.O.O.O.O.O.O.O.O.O",
  "mol_weight_g_mol": 313.3,
  "de_lowest_kcal_mol": 193.3,
  "energy_ev": -32845.221,
  "e_lumo_ev": -0.032
}

---

Repeat the first record exactly.
{
  "formula": "C4H8N2",
  "method": "ωB97M-V with the def2-TZVPD basis set",
  "symbols": ["N", "N", "C", "C", "C", "C", "H", "H", "H", "H", "H", "H", "H", "H"],
  "coordinates": [[2.015, -0.827, -0.322], [0.059, 2.013, 0.381], [-1.019, -0.595, -0.063], [0.767, 1.086, 0.614], [-1.525, 0.737, -0.301], [1.163, -0.234, 0.667], [2.984, -0.856, -0.013], [1.998, -0.279, -1.178], [-0.534, -1.165, -0.848], [-1.254, -1.096, 0.870], [1.232, -0.699, 1.647], [-2.208, 1.190, 0.406], [-1.476, 1.158, -1.298], [-2.202, -0.433, -0.560]],
  "forces_ev_per_angstrom": [[0.124, 0.192, -0.080], [0.484, -0.582, 0.153], [-0.032, 0.027, 0.008], [-0.335, 0.347, -0.164], [-0.077, -0.078, -0.042], [-0.022, 0.196, 0.234], [-0.154, -0.045, -0.055], [-0.007, -0.111, 0.078], [-0.082, 0.093, 0.123], [0.055, 0.051, -0.159], [-0.084, 0.083, -0.153], [0.135, -0.080, -0.078], [0.030, -0.050, 0.159], [-0.036, -0.042, -0.024]],
  "nbo_charge": [-0.827, -0.442, -0.522, 0.232, -0.396, -0.250, 0.362, 0.360, 0.247, 0.243, 0.213, 0.240, 0.237, 0.302],
  "mol_weight_g_mol": 84.1,
  "de_lowest_kcal_mol": 107.6,
  "energy_ev": -7253.208,
  "e_lumo_ev": 0.920
}

---

Question: What is the formula in the first record?
Answer: C4H8N2